Density functional theory data (ωB97M-V/def2-TZVPD) for a 8-piece molecular cluster, C26H32F8NO25P overall.

Structure (XYZ):
```
93
Properties=species:S:1:pos:R:3:forces:R:3
C -2.35095 4.22048 -3.99005 0.03 -0.07 0.02
C -3.80385 4.06324 -3.50754 -0.10 0.08 -0.01
C -4.27391 2.64035 -3.15172 -0.08 -0.12 -0.08
C -3.74268 2.07040 -1.86019 0.33 0.05 -0.58
O -4.39756 1.80787 -0.90519 -0.31 0.17 0.41
O -2.36672 1.89611 -1.78616 -0.02 -0.21 0.27
C -1.80036 0.95679 -2.64931 0.01 0.29 -0.24
F -2.41399 -0.25879 -2.47239 -0.04 -0.11 0.02
P 0.00171 0.81467 -2.24408 -0.12 0.12 -0.15
N 0.30330 -0.08878 -1.03949 0.30 -0.03 -0.20
O 0.36008 2.35823 -2.05216 0.00 -0.12 0.14
O 0.55655 0.49968 -3.70123 0.08 -0.20 0.49
H -1.72020 3.36867 -3.73372 -0.05 0.12 0.02
H -2.31311 4.34705 -5.07417 0.02 -0.06 0.08
H -1.87500 5.09944 -3.55189 -0.06 0.01 -0.04
H -4.46995 4.38802 -4.31146 0.02 0.07 0.13
H -4.01369 4.73276 -2.66637 0.06 -0.13 -0.03
H -4.02194 1.96174 -3.97568 -0.03 0.03 0.10
H -5.35962 2.62638 -3.03502 0.11 0.00 -0.10
H -1.94884 1.22751 -3.70242 0.04 -0.01 0.08
H 0.86982 -0.91150 -1.21348 -0.12 0.01 0.14
H 0.41536 2.59139 -1.11188 0.06 0.05 -0.11
H 1.26150 -0.18139 -3.68146 0.06 0.10 -0.34
O 1.21403 6.96668 -2.88335 -0.05 -0.06 0.04
C 0.71403 6.51262 -1.91513 -0.06 -0.05 -0.04
O -0.48449 6.88456 -1.39937 -0.01 0.03 -0.10
C -0.82480 5.99569 -0.33855 -0.03 -0.04 0.00
C 0.52901 5.43862 0.05846 -0.05 0.11 -0.10
F 0.44294 4.12753 0.41706 0.01 -0.18 0.01
O 1.26852 5.53847 -1.13116 0.13 0.17 0.06
H -1.45078 5.18858 -0.72419 -0.03 -0.05 0.04
H -1.34023 6.53252 0.45163 0.05 0.08 -0.03
H 1.04003 5.98009 0.85540 0.00 -0.12 0.07
O 4.66410 -3.20185 -0.61229 -0.07 0.04 0.05
C 3.95581 -2.75087 0.21924 0.09 -0.19 0.07
O 2.63418 -2.50458 0.08375 -0.06 -0.04 -0.08
C 2.09730 -2.13098 1.35557 -0.14 0.09 0.04
C 3.33287 -1.63241 2.07353 0.02 -0.04 -0.08
F 3.31475 -1.89006 3.40719 -0.02 -0.08 0.03
O 4.36398 -2.39192 1.47710 0.01 0.24 -0.15
H 1.69499 -3.01207 1.85780 0.03 0.01 0.05
H 1.32612 -1.37726 1.21991 0.03 0.02 -0.09
H 3.53995 -0.56917 1.93403 -0.02 0.02 0.09
O 8.57642 0.79778 5.45370 -0.03 -0.09 -0.04
C 7.94007 -0.10463 5.02964 0.08 0.03 -0.03
O 7.26558 -0.10685 3.85638 0.02 0.04 -0.02
C 6.77552 -1.42648 3.61180 0.01 -0.10 0.04
C 6.74162 -2.00973 5.00966 -0.11 0.08 -0.08
F 7.02739 -3.33680 5.01462 0.18 -0.10 0.04
O 7.76537 -1.30010 5.66800 -0.08 0.06 0.11
H 7.48495 -1.97293 2.98798 -0.03 -0.06 0.01
H 5.80538 -1.40174 3.13397 0.04 0.16 -0.01
H 5.80104 -1.86508 5.54347 -0.02 -0.10 -0.01
O 2.47849 -1.39473 -4.54084 -0.18 0.06 0.05
C 1.88917 -2.05588 -5.33807 0.05 -0.15 0.02
O 2.42698 -2.57688 -6.45259 0.08 0.01 0.05
C 1.46869 -3.45122 -7.05566 -0.05 -0.06 0.01
C 0.16131 -2.93608 -6.47916 0.05 0.07 -0.05
F -0.72833 -3.92312 -6.24539 0.04 -0.09 0.06
O 0.57674 -2.37829 -5.24483 -0.01 0.20 -0.02
H 1.64716 -4.47310 -6.71812 -0.04 -0.02 -0.03
H 1.54033 -3.38759 -8.13630 0.03 0.08 0.01
H -0.32701 -2.15848 -7.06882 -0.07 -0.06 -0.01
O -6.85736 1.00847 4.54538 0.10 0.03 -0.06
C -5.89557 0.88083 3.85934 -0.04 0.08 0.03
O -5.90868 0.87935 2.51118 -0.10 0.09 -0.01
C -4.55837 0.88243 2.03240 0.07 -0.02 0.00
C -3.80716 0.32595 3.22673 -0.11 -0.04 0.01
F -2.58580 0.88505 3.38433 0.01 0.12 0.00
O -4.63180 0.70314 4.31710 -0.02 -0.18 0.04
H -4.24715 1.90680 1.82884 0.06 -0.02 -0.01
H -4.48137 0.29364 1.12591 -0.07 -0.04 0.02
H -3.69431 -0.75934 3.23353 0.10 0.01 -0.02
O -11.97852 1.85327 0.35382 0.08 -0.06 0.04
C -10.93609 1.51937 0.80726 -0.07 -0.05 -0.02
O -10.62987 1.48083 2.12159 -0.06 -0.01 0.04
C -9.34675 0.86659 2.28239 0.03 -0.06 -0.02
C -8.72742 1.07103 0.91271 -0.05 0.07 0.01
F -7.94857 0.03227 0.52729 -0.06 -0.11 -0.02
O -9.85908 1.13084 0.06727 0.02 0.18 -0.05
H -9.47687 -0.20049 2.47197 0.05 -0.01 0.00
H -8.80312 1.32718 3.09987 -0.04 0.07 -0.01
H -8.15579 1.99382 0.80135 0.12 -0.08 0.01
O 4.85809 -6.15811 3.17145 0.09 -0.02 -0.01
C 6.03008 -6.30897 3.24736 -0.03 -0.04 -0.05
O 6.64852 -7.30240 3.92959 -0.06 -0.05 0.00
C 8.04839 -7.24962 3.65128 0.02 0.01 -0.05
C 8.22761 -5.81135 3.20222 -0.09 0.08 0.07
F 9.16191 -5.67713 2.23139 0.01 -0.10 -0.08
O 6.95798 -5.50009 2.66796 -0.05 0.16 0.09
H 8.28563 -7.92768 2.82968 0.05 0.01 0.00
H 8.61295 -7.51539 4.53930 -0.06 0.03 0.05
H 8.45336 -5.10288 4.00056 0.11 -0.02 -0.02
```
Forces are in eV/Å.

## Properties
LUMO energy   0.2 eV
HOMO energy   -9.9 eV
Strongest force on any atom   0.67 eV/Å

The Mulliken scheme yields these atomic charges, measured in e: C -0.79; C -0.44; C -0.69; C 0.46; O -0.48; O -0.07; C 0.05; F -0.39; P 0.79; N -0.52; O -0.46; O -0.50; H 0.09; H 0.35; H 0.13; H 0.39; H 0.32; H 0.32; H 0.41; H 0.41; H 0.21; H 0.23; H 0.29; O -0.49; C 0.68; O -0.36; C 0.01; C 0.21; F -0.26; O -0.29; H -0.04; H 0.30; H 0.25; O -0.51; C 0.54; O -0.36; C -0.38; C 0.28; F -0.30; O -0.21; H 0.28; H 0.28; H 0.31; O -0.50; C 0.63; O -0.34; C 0.35; C 0.29; F -0.23; O -0.32; H 0.19; H -0.29; H 0.21; O -0.64; C 0.69; O -0.32; C -0.44; C 0.30; F -0.27; O -0.27; H 0.28; H 0.27; H 0.30; O -0.52; C 0.59; O -0.18; C -0.28; C 0.37; F -0.28; O -0.36; H 0.19; H 0.20; H 0.27; O -0.50; C 0.56; O -0.34; C -0.24; C 0.45; F -0.29; O -0.35; H 0.25; H 0.14; H 0.31; O -0.50; C 0.67; O -0.35; C -0.45; C 0.42; F -0.31; O -0.23; H 0.28; H 0.28; H 0.21

---

Density functional theory data (ωB97M-V/def2-TZVPD) for C40H37F5N4NdO6PS4 as an isolated structure at a distorted geometry.

Structure (XYZ):
```
98
Properties=species:S:1:pos:R:3:forces:R:3
Nd -0.20030 0.61437 0.05915 -0.39 -0.83 -0.68
C 3.71488 3.67925 0.65954 -0.15 -0.08 -0.03
C 4.81705 2.76964 1.10205 0.05 -0.04 0.03
C 5.99392 3.32066 1.60914 0.12 0.07 0.01
C 7.08024 2.53323 1.93884 0.07 0.15 0.00
C 7.01360 1.16450 1.74128 0.07 -0.20 -0.01
C 5.84241 0.59988 1.27081 0.17 0.06 -0.02
C 4.72710 1.38193 0.97145 -0.17 0.10 0.11
P 3.16618 0.53477 0.44147 0.78 -0.48 -0.44
C 3.96261 -0.43123 -0.92576 -0.16 -0.12 0.05
C 4.33121 -1.75999 -0.74694 0.05 0.00 0.06
C 4.81807 -2.51622 -1.79773 0.09 -0.09 -0.02
C 4.91483 -1.95058 -3.05876 0.05 -0.07 0.00
C 4.56214 -0.62774 -3.24271 0.05 0.05 -0.06
C 4.10301 0.15324 -2.18913 0.00 -0.03 0.07
C 3.79334 1.59959 -2.40929 -0.11 0.03 0.00
C 2.99205 -0.70623 1.76077 -0.57 0.12 -0.04
C 3.64056 -0.68184 2.98570 0.13 -0.16 0.10
C 3.30931 -1.57008 3.99597 0.05 -0.04 0.20
C 2.24546 -2.45107 3.80722 0.21 0.00 0.24
C 1.56039 -2.46734 2.62207 -0.23 0.11 -0.26
C 1.90794 -1.61745 1.54216 0.48 -0.11 0.35
C 1.21753 -1.65667 0.30609 -0.12 0.01 -0.51
H 3.69781 4.58887 1.25751 -0.02 0.10 0.05
H 2.74566 3.18613 0.71694 0.02 0.18 -0.03
H 3.87448 3.96368 -0.37998 -0.04 0.07 -0.12
H 6.05599 4.39484 1.73042 -0.02 0.08 0.02
H 7.98344 2.98168 2.33752 -0.02 0.03 -0.03
H 7.87389 0.54087 1.95191 -0.02 -0.04 0.05
H 5.78391 -0.47232 1.14169 0.00 -0.04 -0.03
H 4.20982 -2.20795 0.23180 -0.01 -0.06 0.02
H 5.11166 -3.54517 -1.63420 -0.05 -0.07 0.00
H 5.25554 -2.53665 -3.90206 0.04 -0.06 -0.03
H 4.62957 -0.18965 -4.22912 -0.03 0.08 -0.09
H 3.58562 1.79829 -3.46085 -0.05 0.03 0.02
H 4.64858 2.21209 -2.11369 0.03 0.08 0.08
H 2.92564 1.90222 -1.81441 0.04 0.13 -0.14
H 4.41693 0.04661 3.17491 0.06 0.02 -0.02
H 3.85186 -1.56101 4.93176 0.01 0.07 0.07
H 1.96474 -3.13336 4.60330 -0.02 0.00 0.00
H 0.72231 -3.14160 2.48341 0.00 -0.06 -0.02
H 0.57370 -2.53382 0.21337 -0.11 0.15 -0.03
H 1.83032 -1.53285 -0.59026 -0.21 -0.03 0.18
C -2.76319 -2.45351 3.43280 0.06 0.36 0.22
O -2.86729 -2.84844 2.06375 0.08 0.00 -0.44
C -2.15333 -2.08985 1.20761 0.06 -0.18 -0.18
O -1.48661 -1.13558 1.53391 0.01 0.16 0.20
N -2.23252 -2.57326 -0.05730 -0.27 -0.26 -0.35
N -1.61776 -1.83615 -1.07168 0.10 0.12 -0.10
H -3.62314 -2.89009 3.93578 0.03 -0.03 -0.01
H -2.76971 -1.36323 3.51274 -0.02 -0.21 0.05
H -1.83397 -2.83741 3.86169 -0.05 0.00 -0.03
H -2.94730 -3.26403 -0.27022 0.28 0.31 0.11
H -2.27528 -1.42180 -1.72887 0.04 -0.06 0.34
H -0.92409 -2.37900 -1.57997 -0.13 0.03 0.25
O 1.82829 2.70710 -6.95850 0.15 0.15 -0.40
C 1.47151 2.35502 -5.85732 -0.10 -0.16 0.25
S 1.27381 0.67678 -5.37744 -0.06 -0.03 0.20
C 0.73288 0.94786 -3.70647 0.10 0.65 -0.49
C 0.65185 2.24076 -3.31373 0.20 -0.26 -0.66
S 0.21856 2.85513 -1.76342 -0.06 0.00 0.49
S 1.08875 3.44942 -4.54346 -0.06 -0.03 0.27
S 0.38397 -0.45028 -2.78072 -0.05 -0.10 0.71
C -0.47227 5.12675 2.27219 0.18 0.05 0.02
C 0.75205 4.73114 3.08308 -0.23 0.01 -0.06
C 0.66403 3.29218 3.62972 0.49 0.41 -0.05
C 2.04672 2.91316 4.20337 -0.12 -0.18 0.14
C 2.04310 1.55652 4.88909 0.11 0.19 -0.10
C -0.32268 3.29511 4.78059 -0.02 -0.12 -0.16
O -0.25616 4.07705 5.71169 0.10 0.09 0.11
N -1.28153 2.34119 4.72492 -0.41 -0.23 0.17
C -1.54699 1.43434 3.65995 -0.36 0.24 0.79
O -2.51354 0.70757 3.80241 -0.08 0.04 0.06
N -0.73164 1.46262 2.60910 0.68 -0.18 -1.01
C 0.30615 2.29725 2.52784 -0.60 0.10 0.92
O 1.01926 2.25010 1.51439 0.02 0.19 -0.21
H -0.48396 6.20149 2.10425 -0.04 0.10 -0.07
H -1.39144 4.85722 2.79007 -0.16 0.00 0.00
H -0.45510 4.62892 1.30717 -0.12 0.03 -0.08
H 0.86473 5.39078 3.94944 0.09 -0.12 -0.08
H 1.63690 4.82239 2.45405 0.10 -0.09 0.06
H 2.33422 3.69503 4.91218 0.01 0.02 -0.10
H 2.76470 2.89728 3.38110 -0.04 0.11 -0.05
H 1.39542 1.55626 5.76303 -0.07 -0.03 0.14
H 3.05458 1.30585 5.20339 0.00 -0.16 0.05
H 1.70055 0.79012 4.19730 0.03 -0.20 0.04
H -1.94575 2.30044 5.48988 0.13 0.03 -0.17
F -1.80055 2.97012 0.51651 -0.23 0.22 -0.04
C -2.94141 2.41634 0.00012 -0.15 -0.78 -0.30
C -2.85664 1.08859 -0.42668 -1.12 0.88 0.13
C -4.09568 0.63786 -0.88776 0.76 0.36 0.34
F -4.21851 -0.65665 -1.31442 -0.16 -0.15 -0.14
C -5.26825 1.38586 -0.95001 0.08 -0.16 -0.07
F -6.42220 0.84982 -1.42319 0.22 0.13 0.11
C -5.25551 2.70235 -0.52208 0.07 0.02 0.03
F -6.37941 3.45675 -0.57277 0.31 -0.21 0.03
C -4.06878 3.22803 -0.03093 0.15 0.00 0.07
F -4.04632 4.50457 0.41390 0.00 -0.19 -0.07
```
Forces are in eV/Å.

## Properties
LUMO energy (alpha / beta)   4.1 / 4.1 eV
<S²>   3.753
Multiplicity   4
HOMO energy (alpha / beta)   -1.5 / -1.5 eV
Strongest force on any atom   1.44 eV/Å
Charge   -2

The Mulliken scheme yields these atomic charges, measured in e: Nd 0.15; C -1.02; C 0.85; C -0.69; C -0.75; C -0.79; C -0.43; C 0.59; P 0.56; C 0.71; C 0.29; C -0.96; C -0.80; C -0.57; C 0.22; C -1.23; C 0.97; C -0.94; C -0.67; C -0.88; C -0.86; C 1.20; C -1.83; H 0.44; H -0.73; H 0.47; H 0.42; H 0.38; H 0.41; H 0.45; H 0.47; H 0.40; H 0.38; H 0.43; H 0.38; H 0.37; H -0.18; H 0.40; H 0.35; H 0.33; H 0.41; H 0.59; H 0.05; C -0.38; O -0.56; C 0.24; O 0.23; N -0.27; N -0.21; H 0.25; H 0.12; H 0.26; H 0.25; H 0.29; H 0.42; O -0.69; C 0.61; S -0.19; C 0.05; C 0.11; S -0.54; S -0.18; S -0.68; C -1.14; C -1.02; C 2.57; C -0.79; C -1.04; C -0.24; O -0.71; N 0.19; C -0.54; O -0.84; N 0.17; C -0.07; O 0.61; H 0.54; H 0.27; H 0.04; H 0.55; H -0.05; H 0.45; H -0.06; H 0.35; H 0.53; H -0.01; H 0.31; F 0.14; C 0.08; C 0.17; C 0.51; F -0.41; C -0.20; F -0.34; C 0.63; F -0.35; C -0.41; F -0.34

---

Density functional theory data (ωB97M-V/def2-TZVPD) for one molecule with the formula C23H20N4O5S2 at a distorted geometry.

Structure (XYZ):
```
54
Properties=species:S:1:pos:R:3:forces:R:3
O -1.41681 -3.39320 2.28439 1.50 0.41 -4.84
C -0.96049 -3.13295 1.07211 -16.72 0.49 5.35
C 0.25056 -3.03587 0.85522 16.48 -0.83 -4.98
S 0.84995 -1.71592 -0.78729 -0.43 -4.36 2.37
C 0.26744 -0.47056 0.21350 -4.08 -8.06 3.95
N -0.58467 -0.70441 1.25353 2.44 7.02 -1.76
C -0.82570 0.95898 1.52479 -3.56 -8.06 5.17
C -1.72835 1.30375 2.67296 4.47 2.73 -5.10
C -1.69850 2.67845 2.69832 3.82 -0.79 -6.50
C -1.04701 3.64709 1.67314 0.68 -8.81 -0.84
C -0.30339 2.98666 0.58454 -0.72 7.22 2.47
C -0.15787 1.67601 0.66239 1.18 -2.74 -2.77
N 0.46037 0.65505 -0.25140 0.15 10.34 -1.61
S 1.52660 1.08315 -1.46929 1.56 5.76 -2.68
O 1.42695 2.72759 -1.76516 -0.12 -7.16 1.35
O 1.45200 0.15702 -2.65099 0.35 2.31 3.40
C 3.10473 0.94429 -0.32930 -5.69 -13.26 -13.67
C 3.41352 1.85827 0.32687 8.22 8.63 12.16
C 4.53132 1.78746 1.27506 -0.76 -12.32 -7.64
C 5.48779 0.47617 1.03970 -5.64 5.48 -0.35
C 4.86361 -0.28552 0.07298 3.59 -4.52 -0.07
N 5.83709 -1.74104 -0.13869 -10.67 1.66 -5.55
O 5.45166 -2.62027 -0.89176 -0.46 0.14 0.31
O 6.80984 -1.62622 0.34596 10.61 0.17 5.37
C 3.80465 -0.19630 -0.75562 -0.81 0.90 2.11
N -1.79206 -2.80621 0.02300 -4.54 -1.58 1.89
C -3.30289 -2.67151 0.25248 1.95 -8.90 -3.62
C -4.08196 -2.15947 -0.80604 2.91 3.10 -8.19
C -3.31031 -0.74122 -1.49048 -2.32 -8.36 0.74
C -2.41233 -0.72933 -2.49583 2.32 -0.33 -1.49
C -1.65140 0.36228 -2.75411 -2.26 3.15 1.69
C -2.00212 1.78018 -2.03631 -7.45 -16.75 0.23
C -2.97018 1.67970 -1.12301 1.20 -7.85 -2.92
C -3.50760 0.23789 -0.79099 -3.35 14.15 7.28
H 0.94841 -2.85626 1.65972 -0.22 0.49 0.10
H 0.57423 -4.04324 0.43591 0.01 1.04 0.15
H -2.09879 0.61406 3.35355 -0.74 -1.03 0.92
H -2.14904 3.23593 3.29705 -4.20 4.13 5.92
H -1.12866 4.65124 1.76038 -0.29 2.86 0.30
H 0.26331 3.68632 -0.05218 -0.51 -0.90 -0.09
H 2.86901 2.65538 0.42121 -3.09 4.72 0.27
H 4.89094 2.53223 1.66071 3.53 7.99 4.82
H 6.46806 0.31484 1.43117 0.09 -0.15 0.40
H 3.36052 -0.92308 -1.42568 0.67 -0.05 0.04
H -1.61692 -2.57363 -0.91672 1.48 0.15 -0.73
H -3.42687 -2.13366 0.97816 -0.89 6.03 8.38
H -3.90982 -3.66600 0.59566 2.07 1.57 -0.70
H -3.83563 -2.64908 -1.85227 -1.73 -0.45 2.16
H -5.07325 -1.78107 -0.64497 -0.42 -0.64 0.19
H -2.20197 -1.71539 -2.87635 0.40 -0.06 -0.96
H -0.92899 0.23279 -3.49079 1.37 0.43 -1.06
H -1.48752 2.45390 -2.19272 8.80 12.07 -2.98
H -3.07661 2.47880 -0.60463 -1.75 4.86 3.98
H -4.22486 0.51597 0.16812 1.58 -2.03 -2.31
```
Forces are in eV/Å.

## Properties
LUMO energy   -0.9 eV
HOMO energy   -8.7 eV
Strongest force on any atom   19.88 eV/Å

The Mulliken scheme yields these atomic charges, measured in e: O -0.71; C 0.35; C -0.63; S -0.15; C 0.27; N -0.51; C 0.17; C -1.24; C -0.82; C -1.07; C -0.36; C 0.80; N 0.56; S 0.96; O -0.71; O -0.55; C 0.35; C 0.28; C -1.33; C -0.53; C -0.13; N 0.96; O -0.63; O -0.57; C -0.67; N -0.01; C -0.64; C -1.06; C 0.69; C -0.22; C -0.42; C -1.74; C -0.80; C -0.60; H 0.42; H 0.37; H 0.66; H 0.67; H 0.63; H 0.37; H 0.86; H 0.60; H 0.51; H 0.59; H 0.30; H 0.62; H 0.28; H 0.24; H 0.46; H 0.46; H 0.62; H 1.27; H 0.70; H 0.08

---

E_tot list, top to bottom, in hartree: -4086.15092, -5212.06032, -2279.17199